Entry from OMol25: 9 unconnected molecules or ions with the total composition C14H48N2O9 in a non-equilibrium geometry (ωB97M-V/def2-TZVPD).

Each line ends with the Mulliken charge.
Cartesian coordinates (Å):
C -6.367 -0.593 0.249  -0.67
O -5.232 -1.301 0.781  -0.31
C -5.227 -0.923 2.107  -0.74
C -4.027 -1.524 2.754  0.99
C -4.074 -2.996 2.873  -1.77
N -3.763 -0.830 4.043  -0.68
H -6.190 0.478 0.488  0.25
H -7.294 -1.010 0.729  0.29
H -6.456 -0.741 -0.829  0.26
H -5.206 0.184 2.254  0.41
H -6.170 -1.263 2.609  0.35
H -3.192 -1.287 2.121  -0.16
H -4.739 -3.393 3.672  0.30
H -3.139 -3.418 2.984  0.50
H -4.446 -3.311 1.936  0.44
H -4.531 -0.962 4.709  0.26
H -2.913 -1.395 4.372  0.30
C 4.478 0.449 0.323  -0.74
O 4.346 0.041 -0.982  -0.11
C 5.410 0.472 -1.759  -1.07
C 5.328 2.010 -2.149  0.80
C 4.076 2.465 -2.944  -1.01
N 6.434 2.306 -3.019  -0.73
H 3.494 0.273 0.811  0.12
H 4.631 1.531 0.470  0.36
H 5.329 -0.063 0.845  0.29
H 6.323 0.391 -1.188  0.43
H 5.610 -0.138 -2.673  0.36
H 5.419 2.565 -1.135  0.14
H 3.825 1.720 -3.730  0.20
H 4.124 3.471 -3.382  0.47
H 3.254 2.642 -2.259  0.03
H 7.342 2.228 -2.608  0.21
H 6.399 3.226 -3.393  0.22
C -1.235 4.409 0.180  -1.33
C -0.751 3.040 -0.467  0.45
O 0.558 3.035 -1.068  -0.50
H -1.317 5.136 -0.599  0.37
H -0.619 4.776 0.971  0.35
H -2.220 4.235 0.564  0.34
H -1.531 2.654 -1.129  0.25
H -0.739 2.400 0.410  -0.21
H 1.215 2.563 -0.513  0.26
C 1.972 -4.141 1.368  -0.95
C 0.775 -4.130 0.446  0.07
O 1.249 -4.169 -0.870  -0.51
H 2.598 -3.296 1.151  0.19
H 2.658 -5.002 1.389  0.38
H 1.665 -4.008 2.505  0.27
H 0.195 -3.170 0.534  0.05
H 0.100 -4.934 0.684  0.26
H 1.764 -4.997 -0.956  0.29
C 1.454 -0.587 -4.329  -1.45
C 1.339 -0.312 -2.835  0.50
O 0.435 -1.169 -2.159  -0.53
H 0.487 -0.587 -4.818  0.35
H 1.888 -1.629 -4.434  0.29
H 2.180 -0.038 -4.822  0.40
H 0.980 0.696 -2.676  0.21
H 2.298 -0.461 -2.468  0.03
H 0.935 -1.906 -1.733  0.23
O -2.539 1.495 2.949  -0.72
H -1.556 1.250 3.002  0.36
H -2.847 0.719 3.491  0.34
O 0.078 0.150 2.630  -0.71
H 0.706 0.733 2.205  0.28
H -0.290 -0.295 1.814  0.32
O -1.203 -0.154 -0.107  -0.37
H -1.844 0.524 0.017  0.17
H -0.802 -0.032 -1.009  0.30
O -3.323 1.928 0.308  -0.54
H -4.201 2.048 -0.017  0.20
H -3.363 1.923 1.310  0.31

Energy above the lowest of the compared OMol25 structures with the same formula, charge and spin ... 0.0000 eV
LUMO energy ... 0.48 eV
HOMO ... -9.1 eV
SMILES ... COC[C@H](C)N.COC[C@H](C)N.CCO.CCO.CCO.O.O.O.O
Kohn-Sham gap ... 0.351 hartree